(1)
A structure of composition C41H24Cl5F5MoNO2STe, computed with ωB97M-V/def2-TZVPD.

```
! RIJCOSX wB97M-V def2-TZVPD def2/J DEFGRID3
* xyz 1 3
Mo -0.975 -0.251 -1.187
F -6.231 5.198 -2.414
C -5.442 4.142 -2.420
C -4.821 3.730 -1.258
F -5.001 4.407 -0.130
C -4.000 2.623 -1.273
F -3.423 2.311 -0.113
C -3.738 1.901 -2.434
S -2.851 0.371 -2.570
C -4.367 2.358 -3.587
F -4.144 1.734 -4.741
C -5.208 3.451 -3.591
F -5.781 3.847 -4.718
Cl -0.317 -2.970 -2.553
C -1.854 -3.106 -1.737
C -2.248 -1.993 -1.022
C -3.428 -2.106 -0.299
Cl -3.879 -0.797 0.733
C -4.218 -3.250 -0.354
Cl -5.687 -3.328 0.525
C -3.798 -4.338 -1.122
Cl -4.746 -5.763 -1.186
C -2.586 -4.278 -1.804
Cl -2.004 -5.624 -2.693
C 4.607 -0.916 3.319
C 3.319 -0.888 2.533
C 2.092 -1.162 3.152
C 0.909 -1.195 2.447
C -0.391 -1.454 3.179
O -0.728 -0.657 4.026
C -1.175 -2.680 2.870
C -0.681 -3.690 2.046
C -1.409 -4.855 1.861
C -2.632 -5.016 2.499
C -3.134 -4.009 3.317
C -2.408 -2.846 3.501
C 0.910 -0.877 1.086
O -0.232 -0.918 0.397
C 2.110 -0.500 0.459
C 3.307 -0.560 1.199
C 2.115 -0.018 -0.903
N 1.025 0.076 -1.629
C 1.094 0.751 -2.948
C 0.913 2.257 -2.733
Te -0.675 2.522 -1.294
C 0.455 2.939 0.436
C 0.234 2.190 1.586
C 0.921 2.508 2.751
C 1.805 3.578 2.763
C 2.002 4.341 1.617
C 1.321 4.029 0.448
C 3.425 0.464 -1.437
C 4.150 -0.267 -2.371
C 5.359 0.221 -2.844
C 5.851 1.437 -2.388
C 5.140 2.155 -1.433
C 3.933 1.669 -0.954
H 4.465 -1.395 4.287
H 4.971 0.099 3.497
H 5.387 -1.454 2.779
H 2.063 -1.369 4.218
H 0.286 -3.584 1.569
H -1.016 -5.646 1.232
H -3.194 -5.934 2.364
H -4.087 -4.140 3.816
H -2.771 -2.053 4.145
H 4.240 -0.319 0.709
H 0.284 0.367 -3.566
H 2.027 0.536 -3.457
H 0.619 2.762 -3.650
H 1.820 2.715 -2.348
H -0.487 1.383 1.587
H 0.747 1.922 3.647
H 2.326 3.838 3.676
H 2.673 5.191 1.635
H 1.461 4.629 -0.445
H 3.780 -1.227 -2.717
H 5.919 -0.353 -3.573
H 6.789 1.820 -2.770
H 5.527 3.093 -1.053
H 3.386 2.218 -0.194
*
```

The value obtained for the relative energy (zero: lowest compared OMol25 entry of this formula, charge and spin) is 0.0 kJ/mol. The LUMO energy (alpha / beta) is -4.75 / -4.33 eV. Its expectation value of S² is 2.039. The electronic energy is -5316.4729 a.u. The calculation puts the gap between HOMO and LUMO (alpha / beta) at 6.24 / 6.72 eV.

***

(2)
A structure of composition C41H26F9N7O7PSSeW, computed with ωB97M-V/def2-TZVPD.

```
! RIJCOSX wB97M-V def2-TZVPD def2/J DEFGRID3
* xyz 3 1
W -0.900 0.708 -0.775
Se -4.178 -4.298 4.119
N -3.975 -4.286 2.365
C -3.322 -3.194 2.068
C -2.935 -2.839 0.715
C -3.198 -3.630 -0.406
C -2.796 -3.192 -1.651
C -2.153 -1.977 -1.770
N -1.884 -1.210 -0.704
C -2.255 -1.642 0.532
C -1.923 -0.778 1.640
N -1.243 0.355 1.334
C -0.898 1.203 2.312
C -1.240 0.959 3.630
C -1.946 -0.180 3.954
C -2.297 -1.078 2.942
C -3.007 -2.325 3.167
N -3.404 -2.726 4.346
H -3.716 -4.575 -0.280
H -2.987 -3.779 -2.540
H -1.861 -1.585 -2.734
H -0.355 2.093 2.022
H -0.947 1.673 4.388
H -2.231 -0.396 4.978
F 4.833 -4.082 -4.384
C 4.621 -2.783 -4.618
F 5.802 -2.170 -4.683
F 4.015 -2.667 -5.803
C 3.766 -2.197 -3.511
C 2.388 -2.140 -3.664
C 1.610 -1.634 -2.639
C 2.209 -1.194 -1.457
C 3.595 -1.252 -1.313
C 4.372 -1.756 -2.345
P 1.233 -0.665 -0.041
C 0.749 -2.126 0.896
C 0.617 -3.346 0.230
C 0.131 -4.455 0.906
C -0.210 -4.346 2.246
C -0.048 -3.147 2.928
C 0.426 -2.035 2.253
C -0.822 -5.526 2.967
F -0.437 -6.681 2.436
F -0.515 -5.516 4.263
F -2.166 -5.440 2.860
C 2.219 0.425 1.001
C 2.319 1.783 0.688
C 3.122 2.615 1.449
C 3.838 2.090 2.514
C 3.776 0.737 2.812
C 2.967 -0.099 2.059
C 4.737 3.001 3.328
F 4.243 4.243 3.360
F 5.954 3.048 2.779
F 4.854 2.559 4.580
H 1.933 -2.478 -4.586
H 0.539 -1.587 -2.770
H 4.077 -0.902 -0.410
H 5.449 -1.797 -2.244
H 0.894 -3.441 -0.812
H 0.026 -5.403 0.395
H -0.291 -3.086 3.982
H 0.538 -1.097 2.787
H 1.805 2.199 -0.161
H 3.193 3.670 1.218
H 4.358 0.336 3.633
H 2.937 -1.155 2.293
O -0.026 5.898 -5.534
N -0.031 6.327 -4.404
O 0.081 7.475 -4.048
C -0.218 5.316 -3.323
C -0.331 3.992 -3.680
C -0.494 3.066 -2.666
C -0.570 3.465 -1.320
O -0.811 2.528 -0.355
C -0.409 4.812 -1.010
C -0.247 5.747 -2.010
N -0.432 5.262 0.398
O -0.050 4.458 1.238
O -0.760 6.399 0.601
N -0.494 1.653 -3.005
O -1.701 1.055 -2.461
O 0.415 1.070 -2.076
H -0.266 3.693 -4.719
H -0.142 6.799 -1.776
C -3.765 3.019 -0.276
S -3.561 1.232 -0.248
C -4.528 0.783 -1.697
H -4.822 3.224 -0.116
H -3.450 3.429 -1.235
H -3.193 3.441 0.548
H -4.184 1.315 -2.581
H -5.565 1.032 -1.479
H -4.452 -0.294 -1.840
*
```

The value obtained for the relative energy (zero: lowest compared OMol25 entry of this formula, charge and spin) is 88.9 kJ/mol. The LUMO energy is -11.18 eV. The electronic energy is -6593.7273 a.u. The calculation puts the gap between HOMO and LUMO at 5.65 eV.

***

(3)
A structure of composition C41H27CuF9N5O9PS2, computed with ωB97M-V/def2-TZVPD.

```
! RIJCOSX wB97M-V def2-TZVPD def2/J DEFGRID3
* xyz -2 2
Cu -1.176 0.054 1.117
O -5.019 -4.002 -1.030
C -4.115 -3.094 -0.549
C -2.746 -3.319 -0.658
C -1.903 -2.356 -0.143
N -2.409 -1.275 0.413
C -3.699 -1.028 0.527
C -4.620 -1.940 0.048
C -3.973 0.320 1.213
O -5.137 0.673 1.362
O -2.910 0.951 1.557
C -0.376 -2.368 -0.125
O 0.226 -3.323 -0.605
O 0.128 -1.335 0.439
H -4.524 -4.739 -1.399
H -2.330 -4.206 -1.122
H -5.682 -1.759 0.136
N -2.434 -7.050 -0.390
C -2.136 -6.210 0.704
C -3.139 -5.803 1.579
C -2.839 -4.967 2.643
C -1.533 -4.550 2.850
C -0.526 -4.974 1.996
C -0.826 -5.798 0.929
S -1.160 -3.449 4.184
O -2.268 -3.554 5.108
O 0.156 -3.801 4.691
N -1.161 -2.065 3.420
C -0.337 -1.073 3.716
S 0.849 -1.001 5.020
C 1.164 0.661 4.635
C 0.429 1.034 3.569
N -0.390 0.069 3.038
H -3.389 -6.965 -0.702
H -1.803 -6.912 -1.166
H -4.163 -6.124 1.414
H -3.613 -4.628 3.319
H 0.485 -4.621 2.151
H -0.047 -6.084 0.233
H 1.862 1.256 5.200
H 0.424 2.019 3.121
F 7.426 3.628 1.856
C 7.140 2.302 1.820
F 8.068 1.740 1.014
F 7.370 1.834 3.067
C 5.740 2.039 1.358
C 4.701 2.019 2.280
C 3.402 1.824 1.844
C 3.112 1.664 0.491
C 4.169 1.667 -0.418
C 5.475 1.855 0.009
P 1.330 1.479 0.017
C 0.988 3.277 -0.158
C -0.126 3.770 0.503
C -0.398 5.134 0.519
C 0.448 6.005 -0.138
C 1.564 5.528 -0.825
C 1.828 4.173 -0.827
C 0.162 7.474 -0.169
F -0.359 7.871 -1.356
F -0.710 7.860 0.782
F 1.284 8.216 0.006
C 1.539 0.858 -1.689
C 1.951 -0.464 -1.819
C 2.129 -1.025 -3.075
C 1.885 -0.263 -4.205
C 1.426 1.044 -4.087
C 1.249 1.598 -2.833
C 2.095 -0.821 -5.577
F 3.096 -0.175 -6.240
F 2.429 -2.126 -5.574
F 1.002 -0.698 -6.366
H 4.907 2.133 3.336
H 2.601 1.770 2.574
H 3.976 1.506 -1.471
H 6.285 1.849 -0.709
H -0.822 3.094 0.983
H -1.285 5.497 1.020
H 2.223 6.217 -1.338
H 2.710 3.805 -1.338
H 2.084 -1.079 -0.939
H 2.423 -2.061 -3.164
H 1.198 1.622 -4.974
H 0.850 2.600 -2.744
O -2.567 3.171 -0.815
C -2.567 2.061 -1.327
C -3.745 1.548 -2.158
C -3.173 0.321 -2.842
C -1.814 0.142 -2.156
O -1.072 -0.795 -2.429
N -1.557 1.137 -1.263
H -4.102 2.336 -2.822
H -4.552 1.313 -1.460
H -3.007 0.453 -3.914
H -3.751 -0.594 -2.708
*
```

The value obtained for the relative energy (zero: lowest compared OMol25 entry of this formula, charge and spin) is 64.9 kJ/mol. The LUMO energy (alpha / beta) is 3.82 / 3.82 eV. Its expectation value of S² is 0.752. The electronic energy is -6206.8885 a.u. The calculation puts the gap between HOMO and LUMO (alpha / beta) at 6.95 / 6.94 eV.

***

(4)
A structure of composition C41H30N8O4SeW, computed with ωB97M-V/def2-TZVPD.

```
! RIJCOSX wB97M-V def2-TZVPD def2/J DEFGRID3
* xyz 2 1
W 0.158 0.328 -0.813
O -0.356 2.055 0.023
C -0.744 3.234 -0.428
C -1.714 3.965 0.270
C -2.087 5.207 -0.196
C -1.502 5.770 -1.343
C -0.531 5.072 -2.012
C -0.155 3.786 -1.574
C 0.940 3.100 -2.175
N 1.303 1.875 -1.942
C 2.639 1.516 -2.429
C 2.588 0.126 -2.979
N 1.709 -0.692 -2.134
C 1.844 -1.956 -2.340
C 0.866 -2.974 -2.071
C 1.171 -4.324 -2.293
C 0.173 -5.271 -2.316
C -1.155 -4.854 -2.181
C -1.477 -3.526 -1.981
C -0.462 -2.570 -1.888
O -0.780 -1.310 -1.609
H -2.149 3.542 1.167
H -2.842 5.766 0.341
H -1.803 6.752 -1.678
H -0.043 5.500 -2.880
H 1.551 3.677 -2.870
H 3.334 1.575 -1.589
H 2.977 2.227 -3.184
H 3.586 -0.311 -3.046
H 2.164 0.138 -3.987
H 2.714 -2.283 -2.913
H 2.202 -4.612 -2.463
H 0.404 -6.314 -2.476
H -1.950 -5.587 -2.237
H -2.507 -3.208 -1.877
Se 5.262 -2.460 4.574
N 3.784 -3.118 3.833
C 3.312 -2.190 3.042
C 2.085 -2.345 2.261
C 1.245 -3.448 2.389
C 0.059 -3.439 1.688
C -0.220 -2.383 0.831
N 0.617 -1.359 0.617
C 1.723 -1.322 1.391
C 2.456 -0.075 1.356
N 1.909 0.879 0.577
C 2.420 2.112 0.677
C 3.523 2.415 1.466
C 4.125 1.418 2.205
C 3.565 0.145 2.169
C 4.049 -0.963 2.991
N 5.120 -0.896 3.739
H 1.517 -4.255 3.057
H -0.664 -4.237 1.781
H -1.154 -2.368 0.298
H 1.934 2.892 0.116
H 3.884 3.433 1.491
H 4.987 1.605 2.831
O -1.620 -1.134 6.597
C -2.669 -1.136 5.751
O -3.767 -1.408 6.130
C -2.393 -0.780 4.314
C -1.349 0.052 3.919
C -1.167 0.364 2.580
C -2.043 -0.160 1.642
C -3.093 -0.984 2.022
C -3.271 -1.285 3.362
N -1.832 0.148 0.251
C -2.837 0.483 -0.460
C -2.655 0.869 -1.871
C -3.749 1.080 -2.682
C -3.534 1.394 -4.023
C -2.235 1.475 -4.480
C -1.186 1.269 -3.590
N -1.381 0.986 -2.307
H -0.791 -0.995 6.126
H -0.688 0.498 4.653
H -0.375 1.029 2.262
H -3.753 -1.418 1.280
H -4.089 -1.914 3.686
H -3.840 0.532 -0.040
H -4.747 0.992 -2.277
H -4.369 1.559 -4.690
H -2.015 1.696 -5.514
H -0.160 1.330 -3.921
*
```

The value obtained for the relative energy (zero: lowest compared OMol25 entry of this formula, charge and spin) is 29.7 kJ/mol. The LUMO energy is -6.18 eV. The electronic energy is -4787.5994 a.u. The calculation puts the gap between HOMO and LUMO at 6.22 eV.

***

(5)
A structure of composition C41H32Cl3N4O4Ti, computed with ωB97M-V/def2-TZVPD.

```
! RIJCOSX wB97M-V def2-TZVPD def2/J DEFGRID3
* xyz -1 3
Ti 0.223 -0.016 -0.314
O -0.122 1.798 0.068
C -0.114 2.652 1.164
C 0.373 1.885 2.422
C -0.479 0.689 2.726
C -1.070 0.576 3.981
C -1.860 -0.518 4.273
C -2.086 -1.456 3.281
C -1.500 -1.284 2.034
C -1.780 -2.261 0.923
C -2.354 -1.624 -0.376
O -1.460 -0.702 -0.899
C -2.539 -2.787 -1.371
C -3.664 -3.613 -1.325
C -3.790 -4.691 -2.190
C -2.797 -4.956 -3.123
C -1.683 -4.133 -3.183
C -1.557 -3.058 -2.311
C -3.716 -0.942 -0.178
C -4.556 -1.177 0.904
C -5.812 -0.584 0.977
C -6.247 0.253 -0.037
C -5.405 0.509 -1.114
C -4.153 -0.080 -1.181
N -0.675 -0.254 1.786
C -1.538 3.151 1.475
C -1.727 4.167 2.412
C -3.002 4.569 2.776
C -4.111 3.955 2.208
C -3.931 2.949 1.272
C -2.649 2.549 0.902
C 0.790 3.846 0.856
C 1.970 4.107 1.532
C 2.766 5.186 1.160
C 2.387 6.016 0.118
C 1.202 5.758 -0.565
C 0.412 4.682 -0.197
H 1.409 1.588 2.288
H 0.339 2.552 3.283
H -0.892 1.347 4.719
H -2.303 -0.632 5.254
H -2.718 -2.315 3.461
H -0.857 -2.760 0.631
H -2.457 -3.035 1.287
H -4.452 -3.407 -0.610
H -4.671 -5.322 -2.139
H -2.896 -5.793 -3.804
H -0.905 -4.320 -3.914
H -0.701 -2.406 -2.374
H -4.245 -1.836 1.703
H -6.450 -0.781 1.832
H -7.226 0.714 0.013
H -5.730 1.173 -1.907
H -3.488 0.123 -2.011
H -0.859 4.654 2.846
H -3.131 5.364 3.502
H -5.111 4.262 2.496
H -4.784 2.457 0.824
H -2.509 1.756 0.179
H 2.341 3.466 2.325
H 3.694 5.342 1.698
H 3.006 6.859 -0.166
H 0.898 6.397 -1.387
H -0.505 4.468 -0.735
O 1.098 -1.812 -0.218
N 1.657 -2.292 -1.244
N 1.689 -1.434 -2.188
O 1.205 -0.245 -1.974
C 2.272 -1.729 -3.447
C 2.291 -0.745 -4.427
C 2.841 -1.024 -5.667
C 3.365 -2.276 -5.945
C 3.339 -3.255 -4.958
C 2.802 -2.992 -3.712
H 1.877 0.227 -4.201
H 2.855 -0.250 -6.424
H 3.790 -2.489 -6.917
H 3.745 -4.239 -5.158
H 2.782 -3.751 -2.943
Cl 4.517 2.102 3.025
C 4.776 1.431 0.399
Cl 5.022 2.941 -0.352
Cl 6.077 0.327 0.403
C 3.484 0.940 0.524
N 2.411 0.527 0.621
*
```

The value obtained for the relative energy (zero: lowest compared OMol25 entry of this formula, charge and spin) is 32.2 kJ/mol. The LUMO energy (alpha / beta) is 2.17 / 1.86 eV. Its expectation value of S² is 2.012. The electronic energy is -4331.7364 a.u. The calculation puts the gap between HOMO and LUMO (alpha / beta) at 6.51 / 7.23 eV.